{
  "formula": "C48H51Cl8F5IN3O3S2",
  "method": "wB97M-V/def2-TZVPD",
  "elements": ["C", "C", "I", "C", "C", "C", "C", "C", "C", "C", "C", "C", "C", "C", "C", "C", "C", "C", "C", "C", "C", "N", "C", "S", "O", "O", "C", "F", "F", "C", "F", "F", "F", "C", "C", "S", "C", "C", "C", "C", "C", "C", "O", "N", "C", "C", "C", "C", "C", "C", "C", "C", "C", "N", "H", "H", "H", "H", "H", "H", "H", "H", "H", "H", "H", "H", "H", "H", "H", "H", "H", "H", "H", "H", "H", "H", "H", "H", "H", "H", "H", "H", "H", "H", "H", "H", "H", "H", "H", "Cl", "C", "C", "Cl", "H", "H", "H", "H", "Cl", "C", "C", "Cl", "H", "H", "H", "H", "Cl", "C", "C", "Cl", "H", "H", "H", "H", "Cl", "C", "C", "Cl", "H", "H", "H", "H"],
  "coordinates": [[0.3629, 0.0961, 5.7373], [0.0018, -0.4058, 4.3286], [-1.9862, -1.1914, 4.2636], [0.2623, 0.6367, 3.2246], [0.7494, -0.0113, 1.9585], [2.0466, -0.5435, 1.9169], [2.9928, -0.4031, 3.0805], [3.9336, 0.8509, 2.9615], [3.5013, 1.8729, 1.9166], [4.2869, 3.1746, 1.9770], [3.8185, 4.2307, 1.1880], [4.4412, 5.4720, 1.1918], [5.5524, 5.6658, 2.0061], [6.0320, 4.6149, 2.7753], [5.4092, 3.3701, 2.7746], [2.4685, -1.2195, 0.7643], [3.8481, -1.8234, 0.8221], [3.9417, -3.1324, 1.2577], [5.1863, -3.7117, 1.3850], [6.2733, -2.9128, 1.0523], [6.0561, -1.6304, 0.6004], [4.8619, -1.0362, 0.4725], [1.6313, -1.3177, -0.3531], [2.1604, -2.1970, -1.8092], [1.0300, -2.8034, -2.4558], [3.2098, -3.1322, -1.5183], [2.7432, -0.9185, -3.0427], [1.9626, 0.1584, -2.8698], [2.5183, -1.4026, -4.2535], [4.2155, -0.4452, -2.9470], [4.5000, 0.1712, -4.1039], [4.3580, 0.4431, -1.9894], [5.0641, -1.4377, -2.8039], [0.3537, -0.7312, -0.3529], [-0.0584, -0.1126, 0.8240], [-1.7001, 0.5879, 0.8662], [-1.8151, 1.1750, -0.8111], [-2.5249, 2.3310, -1.1032], [-2.6254, 2.7699, -2.4276], [-3.4261, 3.9850, -2.7791], [-4.9032, 3.6606, -3.1493], [-5.4681, 2.4982, -2.3772], [-5.3071, 1.3675, -2.7111], [-6.2605, 2.8755, -1.2171], [-5.8078, 2.2907, 0.0280], [-5.5075, 3.1708, 1.0653], [-5.0680, 2.7085, 2.3005], [-4.9331, 1.3392, 2.4978], [-5.2518, 0.4368, 1.4880], [-5.6830, 0.9253, 0.2588], [-1.9618, 2.0314, -3.4048], [-1.2484, 0.8767, -3.1015], [-1.1704, 0.4242, -1.7878], [-0.4697, -0.7803, -1.4988], [-0.5202, 0.3122, 6.3298], [0.9731, -0.6361, 6.2580], [0.9392, 1.0190, 5.6889], [0.6471, -1.2546, 4.1396], [-0.6276, 1.2370, 3.0596], [1.0281, 1.3159, 3.5926], [3.6044, -1.2924, 3.1845], [2.4467, -0.2947, 4.0099], [4.8939, 0.4605, 2.6340], [4.0205, 1.3071, 3.9437], [3.6272, 1.4689, 0.9144], [2.4666, 2.1579, 2.0979], [2.9506, 4.0723, 0.5605], [4.0257, 6.2501, 0.5700], [6.0191, 6.6393, 2.0200], [6.9007, 4.7979, 3.3937], [5.7797, 2.5607, 3.3829], [3.0444, -3.6777, 1.4945], [5.3037, -4.7192, 1.7471], [7.2823, -3.2829, 1.1446], [6.9157, -1.0325, 0.3216], [-3.0303, 2.8870, -0.3257], [-3.4662, 4.6906, -1.9531], [-3.0126, 4.4944, -3.6459], [-5.0184, 3.4442, -4.2065], [-5.5432, 4.5087, -2.9182], [-7.2079, 2.5461, -1.3802], [-5.6127, 4.2362, 0.9100], [-4.8376, 3.4044, 3.0914], [-4.5689, 1.0035, 3.4589], [-5.1415, -0.6251, 1.6406], [-5.9084, 0.2211, -0.5280], [-2.0148, 2.3551, -4.4349], [-0.7733, 0.3634, -3.9223], [-1.0624, -1.6005, -1.5264], [-4.2031, -4.7702, 6.4775], [-3.7807, -5.1479, 4.7870], [-2.8700, -6.3434, 4.6743], [-1.2388, -6.0140, 5.3186], [-3.3245, -4.2637, 4.3499], [-4.7152, -5.3503, 4.2661], [-2.7483, -6.6095, 3.6256], [-3.2727, -7.2015, 5.2060], [-1.4444, -2.2987, -4.4807], [-2.2300, -2.3918, -6.0749], [-1.4608, -1.6391, -7.1293], [-1.5088, 0.1259, -6.8696], [-3.2432, -2.0094, -5.9749], [-2.2824, -3.4459, -6.3432], [-1.9005, -1.8270, -8.1076], [-0.4179, -1.9446, -7.1528], [2.6069, -4.5540, 3.6366], [1.8926, -6.1394, 3.2256], [2.8345, -7.2864, 3.4829], [4.2174, -7.3026, 2.3588], [1.5820, -6.1030, 2.1835], [1.0056, -6.2524, 3.8479], [2.3049, -8.2270, 3.3426], [3.2275, -7.2573, 4.4959], [-4.7385, 5.2065, -6.0785], [-4.2402, 4.5762, -7.6709], [-3.4011, 3.3306, -7.5468], [-1.8065, 3.6822, -6.8332], [-3.7020, 5.3653, -8.1895], [-5.1514, 4.3574, -8.2250], [-3.2227, 2.9079, -8.5341], [-3.8876, 2.5775, -6.9309]],
  "forces_ev_per_angstrom": [[-0.332, 0.170, -0.066], [0.826, 0.285, 0.328], [-0.042, -0.089, -0.085], [-0.265, -0.203, 0.151], [0.245, -0.057, -0.284], [-0.369, -0.465, -0.260], [0.109, 0.860, 0.040], [-0.227, -0.815, -0.691], [0.498, 0.583, 0.762], [-0.278, -0.043, -0.176], [0.307, 0.105, 0.124], [-0.170, -0.631, 0.189], [-0.243, -0.045, -0.241], [0.131, 0.277, 0.087], [-0.254, 0.315, -0.368], [0.349, 0.061, 0.111], [-0.914, 0.425, -0.484], [0.260, -0.268, -0.083], [0.016, 0.555, -0.029], [-0.040, -0.382, 0.110], [0.451, 0.590, -0.250], [0.184, -0.920, 0.452], [0.146, 0.377, -0.091], [-0.749, -2.074, -0.200], [-0.161, 0.573, 0.035], [0.568, 0.880, 0.174], [-0.085, 0.394, 0.638], [-0.085, 0.303, 0.005], [0.073, -0.473, -0.290], [-0.284, 0.296, -0.835], [0.077, 0.109, -0.238], [0.056, 0.138, 0.630], [0.294, -0.408, 0.234], [0.449, -0.399, 0.230], [-0.558, 0.512, -0.014], [-0.098, -0.068, -0.206], [0.298, -0.279, 0.545], [-0.028, 0.100, -0.560], [0.567, -0.400, 0.314], [-0.776, -0.026, -0.142], [-0.320, -0.030, 0.262], [-0.129, 0.754, 0.009], [0.050, -1.002, -0.227], [-0.010, -0.211, 0.301], [0.080, 0.259, 0.552], [0.091, 0.151, 0.113], [-0.159, -0.448, -0.551], [0.053, 0.070, 0.283], [0.098, 0.749, -0.015], [-0.033, -0.390, -0.127], [-0.159, -0.068, 0.119], [-0.162, 0.499, -0.023], [-0.414, 0.372, -0.647], [-0.136, 0.443, 0.311], [-0.034, -0.010, 0.147], [-0.099, -0.144, 0.133], [0.073, 0.053, -0.103], [-0.254, -0.315, -0.204], [-0.022, 0.087, -0.102], [0.123, 0.060, 0.030], [0.047, -0.125, 0.005], [-0.133, -0.123, 0.060], [0.311, 0.168, 0.277], [0.134, 0.076, 0.080], [-0.277, -0.200, -0.078], [-0.254, -0.130, -0.327], [-0.074, -0.038, -0.022], [0.137, 0.224, 0.005], [0.195, 0.009, 0.114], [0.046, -0.138, 0.073], [0.151, 0.001, 0.095], [0.036, 0.114, -0.232], [0.006, -0.152, 0.012], [0.116, -0.010, -0.054], [-0.005, 0.131, -0.028], [0.076, -0.019, 0.215], [0.254, 0.017, 0.160], [0.225, 0.089, 0.013], [0.236, -0.237, -0.011], [0.126, 0.260, -0.105], [-0.023, 0.033, -0.140], [-0.059, 0.019, -0.171], [0.047, 0.067, 0.084], [-0.003, -0.219, 0.014], [0.006, -0.105, 0.025], [-0.043, 0.046, -0.145], [0.026, 0.026, -0.074], [0.167, -0.266, 0.163], [0.116, -0.112, -0.160], [0.052, 0.001, -0.029], [-0.063, 0.055, -0.051], [-0.081, -0.082, -0.108], [-0.030, 0.014, 0.079], [0.066, 0.038, 0.054], [0.012, -0.064, 0.009], [0.007, 0.049, -0.010], [0.040, 0.029, 0.074], [0.060, -0.083, -0.056], [-0.132, -0.057, 0.055], [-0.007, -0.081, -0.104], [0.029, 0.030, 0.009], [0.023, 0.056, 0.018], [0.051, 0.006, -0.033], [-0.038, 0.013, 0.016], [0.018, 0.056, 0.071], [-0.164, -0.310, 0.526], [-0.213, -0.047, 0.041], [-0.044, -0.025, 0.080], [0.040, 0.017, -0.016], [0.086, 0.031, -0.020], [0.065, -0.005, -0.025], [-0.030, 0.021, -0.034], [0.044, 0.048, -0.017], [0.017, 0.153, -0.176], [-0.053, 0.021, -0.125], [-0.031, -0.064, -0.055], [0.018, 0.013, -0.001], [0.038, 0.018, 0.067], [-0.008, -0.057, 0.040], [0.018, 0.032, -0.009], [0.034, 0.026, 0.058]],
  "molar_mass_g_mol": 1287.6,
  "smiles": "C[C@@H](I)Cc1c(CCCc2ccccc2)c(-c2ccccn2)c(S(=O)(=O)C(F)(F)C(F)(F)F)c2c1Sc1cc(CCC(=O)Nc3ccccc3)ccc1N2.ClCCCl.ClCCCl.ClCCCl.ClCCCl",
  "lumo_ha": 0.008,
  "homo_ha": -0.2906,
  "de_lowest_kj_mol": 0.0
}

***

{
  "formula": "C48H51FeNOP3",
  "method": "wB97M-V/def2-TZVPD",
  "elements": ["Fe", "O", "C", "C", "C", "C", "C", "C", "P", "C", "C", "C", "C", "C", "C", "C", "C", "C", "C", "C", "C", "C", "C", "C", "C", "C", "C", "P", "C", "C", "C", "C", "C", "C", "C", "C", "C", "C", "C", "C", "H", "H", "H", "H", "H", "H", "H", "H", "H", "H", "H", "H", "H", "H", "H", "H", "H", "H", "H", "H", "H", "H", "H", "H", "H", "H", "H", "H", "C", "C", "C", "C", "C", "C", "N", "H", "H", "H", "H", "H", "H", "H", "H", "C", "C", "P", "C", "C", "C", "C", "H", "H", "H", "H", "H", "H", "H", "H", "H", "H", "H", "H", "H", "H", "H"],
  "coordinates": [[0.0444, 0.1974, -0.2016], [-0.1402, 0.8409, 2.7383], [0.4703, -0.0078, 3.6338], [0.1204, -0.0545, 4.9753], [0.8523, -0.8622, 5.8270], [1.9198, -1.6081, 5.3421], [2.2168, -1.6028, 3.9911], [1.4635, -0.8287, 3.1120], [1.8198, -0.7256, 1.3048], [2.1907, -2.4733, 0.8971], [1.6947, -3.5509, 1.6288], [1.9733, -4.8519, 1.2364], [2.7547, -5.0938, 0.1157], [3.2447, -4.0284, -0.6260], [2.9467, -2.7283, -0.2491], [3.4807, 0.0264, 1.5850], [4.6933, -0.6074, 1.3504], [5.8850, 0.0284, 1.6739], [5.8707, 1.2896, 2.2439], [4.6597, 1.9249, 2.4878], [3.4724, 1.2998, 2.1581], [-0.2652, 2.1952, 2.9789], [0.3080, 2.8999, 4.0214], [0.0802, 4.2686, 4.0972], [-0.6843, 4.9176, 3.1428], [-1.2152, 4.2091, 2.0730], [-1.0090, 2.8419, 1.9844], [-1.6312, 1.6758, 0.7071], [-2.4865, 2.8355, -0.4023], [-3.8583, 2.8794, -0.6210], [-4.3825, 3.8057, -1.5125], [-3.5449, 4.6728, -2.1970], [-2.1704, 4.6131, -2.0031], [-1.6431, 3.6947, -1.1137], [-2.9084, 0.8860, 1.7550], [-2.7880, -0.4751, 2.0216], [-3.6620, -1.1051, 2.8926], [-4.6544, -0.3666, 3.5202], [-4.7677, 0.9953, 3.2762], [-3.8950, 1.6245, 2.4023], [-0.7030, 0.5499, 5.3328], [0.6024, -0.8902, 6.8788], [2.5205, -2.2006, 6.0184], [3.0512, -2.1831, 3.6188], [1.0895, -3.3806, 2.5091], [1.5867, -5.6798, 1.8164], [2.9787, -6.1093, -0.1821], [3.8560, -4.2078, -1.5007], [3.2906, -1.8987, -0.8585], [4.7180, -1.6035, 0.9344], [6.8248, -0.4719, 1.4821], [6.7996, 1.7736, 2.5133], [4.6519, 2.9109, 2.9331], [2.5295, 1.7977, 2.3625], [0.9205, 2.4112, 4.7659], [0.5096, 4.8284, 4.9169], [-0.8675, 5.9802, 3.2238], [-1.7845, 4.7257, 1.3126], [-4.5215, 2.1998, -0.1013], [-5.4509, 3.8393, -1.6804], [-3.9629, 5.3928, -2.8879], [-1.5102, 5.2707, -2.5524], [-0.5695, 3.6305, -0.9696], [-1.9824, -1.0315, 1.5556], [-3.5663, -2.1650, 3.0929], [-5.3356, -0.8497, 4.2079], [-5.5327, 1.5706, 3.7805], [-3.9743, 2.6917, 2.2360], [2.8465, 1.9039, -0.9314], [1.8654, 1.8818, -2.0556], [2.0103, 2.4200, -3.3241], [0.7817, 2.2364, -3.9814], [-0.0610, 1.5878, -3.0906], [-1.4926, 1.2228, -3.3189], [0.6082, 1.3546, -1.9183], [3.5145, 2.7598, -1.0121], [3.4683, 1.0015, -0.9097], [2.3148, 1.9657, 0.0232], [2.8981, 2.8988, -3.7060], [0.5176, 2.5393, -4.9826], [-1.9827, 1.9760, -3.9353], [-2.0314, 1.1341, -2.3724], [-1.5784, 0.2734, -3.8581], [-1.6121, -4.6400, -0.4952], [-1.4907, -3.2487, 0.1183], [-0.9916, -1.8709, -1.0232], [0.1266, -2.7572, -2.2005], [0.8580, -1.8089, -3.1539], [-2.5143, -1.7573, -2.0618], [-3.6505, -0.9968, -1.3786], [-1.9265, -5.3428, 0.2767], [-0.6623, -4.9950, -0.8918], [-2.3578, -4.6735, -1.2889], [-0.7724, -3.2694, 0.9387], [-2.4563, -2.9552, 0.5394], [-0.4655, -3.4771, -2.7674], [0.8531, -3.3032, -1.5991], [0.1719, -1.3311, -3.8530], [1.6076, -2.3475, -3.7337], [1.3627, -1.0114, -2.6060], [-2.8169, -2.7765, -2.3049], [-2.2376, -1.2634, -2.9920], [-4.0557, -1.5640, -0.5395], [-4.4604, -0.7965, -2.0792], [-3.2998, -0.0364, -0.9945]],
  "forces_ev_per_angstrom": [[0.615, 1.161, -1.595], [-0.049, -0.017, 0.302], [0.262, -0.128, 0.065], [-0.099, 0.093, -0.072], [-0.034, 0.039, 0.005], [0.082, -0.100, -0.001], [-0.054, 0.000, 0.044], [-0.509, 0.218, -0.312], [1.065, -0.669, 1.173], [-0.083, 0.119, -0.256], [-0.009, 0.068, -0.010], [-0.012, -0.044, -0.027], [0.015, 0.003, 0.009], [0.030, 0.014, -0.032], [-0.086, 0.109, -0.015], [-0.058, 0.176, -0.245], [-0.168, -0.047, -0.004], [0.045, 0.028, 0.043], [0.055, -0.052, -0.005], [0.007, 0.049, 0.018], [0.010, -0.084, 0.025], [-0.061, 0.372, -0.265], [0.075, -0.205, 0.062], [-0.042, 0.055, -0.044], [-0.017, 0.083, 0.028], [0.006, -0.072, -0.015], [0.423, -0.531, -0.004], [-1.130, 0.956, 0.706], [0.307, -0.177, -0.243], [0.007, -0.050, 0.051], [-0.054, -0.043, -0.047], [0.009, 0.005, -0.003], [-0.027, 0.020, -0.010], [0.012, -0.028, 0.090], [0.157, -0.194, -0.154], [-0.043, 0.128, -0.068], [0.006, -0.053, 0.053], [-0.026, -0.025, -0.020], [-0.022, 0.040, 0.045], [-0.024, -0.028, -0.023], [0.027, 0.018, 0.042], [-0.004, -0.021, 0.008], [-0.014, -0.008, 0.013], [-0.016, -0.042, -0.015], [0.012, -0.015, 0.020], [-0.014, 0.003, -0.004], [0.010, -0.006, 0.013], [-0.031, 0.001, -0.023], [0.061, -0.031, -0.019], [0.069, 0.000, -0.019], [0.002, -0.011, 0.021], [0.008, 0.023, -0.040], [-0.056, 0.002, 0.012], [0.032, 0.052, -0.007], [-0.022, -0.043, 0.000], [0.012, 0.000, 0.007], [0.034, 0.009, -0.009], [-0.030, -0.018, -0.022], [-0.002, -0.002, -0.014], [-0.004, 0.014, 0.016], [0.000, -0.007, -0.017], [0.007, 0.000, 0.006], [0.002, 0.029, -0.085], [-0.051, -0.041, 0.013], [0.026, 0.003, 0.001], [-0.008, -0.004, -0.003], [-0.007, 0.013, -0.016], [0.004, 0.016, 0.007], [-0.185, -0.329, -0.192], [0.499, 0.462, -0.558], [0.236, -0.167, 0.672], [-0.672, -0.355, 0.179], [0.065, 0.360, -0.715], [0.262, -0.267, -0.049], [-0.560, -0.887, 1.588], [-0.005, 0.020, 0.050], [0.020, 0.072, 0.106], [0.103, 0.125, -0.036], [-0.002, 0.052, 0.008], [-0.010, 0.045, -0.007], [-0.065, 0.048, 0.097], [-0.064, 0.018, -0.125], [-0.058, 0.112, -0.007], [0.051, 0.035, 0.014], [0.020, 0.338, 0.150], [-0.376, -1.282, -0.848], [0.145, 0.457, 0.043], [-0.005, -0.023, 0.126], [0.032, 0.392, 0.263], [0.101, -0.078, -0.022], [-0.028, -0.011, -0.009], [-0.001, -0.001, -0.017], [0.025, -0.021, -0.036], [-0.036, 0.007, 0.062], [0.055, 0.030, 0.068], [-0.043, -0.067, 0.118], [-0.051, -0.113, 0.014], [0.024, 0.040, -0.008], [-0.042, -0.040, -0.027], [0.052, 0.033, -0.089], [0.036, -0.028, -0.023], [0.005, -0.124, 0.060], [-0.047, 0.058, 0.024], [-0.026, -0.029, 0.006], [-0.080, -0.008, -0.022]],
  "molar_mass_g_mol": 806.7,
  "multiplicity": 5,
  "lumo_ha": [-0.074, -0.113],
  "homo_ha": [-0.3266, -0.3261],
  "s_squared": 6.0178,
  "charge": 1,
  "de_lowest_kj_mol": 0.0
}